1.
ORCA calculation (wB97M-V/def2-TZVPD) on a gas-phase ion, C7H6F2O6 (charge -2) at a distorted geometry.

LUMO energy (eV): 6.154
Calculated total energy (eV): -25076.45119
2S+1: 1
Gap between HOMO and LUMO (hartree): 0.268
Charge: -2

Each line ends with the natural charge from an NBO analysis.
Geometry (Å):
C -1.3523 1.4549 2.2734  0.7626
C -1.4015 1.7462 -2.8097  0.7150
C -0.5537 -0.5214 0.8667  -0.4209
C 0.2939 -1.0493 -0.2955  -0.4954
C -0.6983 1.0011 0.8771  -0.0272
C -0.7359 1.3628 -1.4291  0.5255
C -0.3872 -0.7450 -1.6052  0.5627
O -2.3958 2.1026 2.2647  -0.7561
O -0.5503 2.3324 -3.5289  -0.7958
O -0.6679 1.0841 3.2433  -0.8142
O -2.5651 1.4727 -3.0551  -0.7076
O -1.4299 1.4104 -0.2919  -0.4954
O 0.5379 1.8313 -1.4284  -0.7684
F -1.5430 -1.4688 -1.7617  -0.3862
F 0.4103 -1.1079 -2.6847  -0.4018
H -1.5580 -0.9428 0.7908  0.2038
H -0.1149 -0.8253 1.8198  0.2275
H 1.2641 -0.5475 -0.3139  0.2136
H 0.4654 -2.1344 -0.1805  0.1687
H 0.2986 1.4656 0.8536  0.1826
H 0.5562 2.2037 -2.3795  0.5072

=====

2.
ORCA calculation (wB97M-V/def2-TZVPD) on a molecular structure, C13H25LaO at a distorted geometry.

LUMO energy (spin up / spin down) (eV): -9.413 / -9.820
Energy relative to the best compared isomer or geometry (same formula, charge and spin) (kcal/mol): 138.6
Calculated total energy (eV): -16772.61294
2S+1: 1
Gap between HOMO and LUMO (spin up / spin down) (hartree): 0.231 / 0.214
Charge: +2

Each line ends with the Mulliken charge.
Geometry (Å):
C 1.5276 1.9216 -0.4012  -0.2792
H 2.3547 2.3383 0.2684  0.4226
H 1.9201 1.2220 -1.1006  0.0570
H 1.7577 0.1153 1.7008  -0.0833
C 0.3191 2.7725 -0.4213  0.0432
H -0.4371 2.2446 -1.0743  0.2186
H -0.1794 3.0107 0.7007  0.1670
C 0.5644 4.1957 -1.0217  -1.2466
H -0.4018 4.7526 -0.9180  0.3857
H 1.4223 4.6653 -0.5158  0.3757
H 0.7444 4.1206 -2.1105  0.3578
C -0.8009 -1.6987 0.7272  0.6544
C -1.4629 -0.9237 -0.2728  0.6843
C -0.4842 -0.5028 -1.2282  0.4345
C 0.7951 -1.0492 -0.8334  -0.0718
C 0.5951 -1.7640 0.3888  0.2985
C 1.5532 -2.6538 1.1357  -1.6432
C 1.9999 -1.1195 -1.7246  -1.0434
C -0.8107 0.1783 -2.5121  -1.0363
C -2.9567 -0.7715 -0.3210  -1.6463
C -1.5206 -2.4433 1.8156  -1.4022
La 0.1900 0.8474 1.0292  0.8314
H 2.8115 -1.7119 -1.2733  0.4085
H 1.6747 -1.6233 -2.6529  0.3621
H 2.3415 -0.1111 -2.0086  0.2338
H 2.5939 -2.4463 0.8579  0.4583
H 1.5581 -2.5167 2.2349  0.3712
H 1.3819 -3.7406 0.9406  0.3501
H -2.3007 -1.8390 2.3128  0.3545
H -2.0455 -3.3699 1.5115  0.3424
H -0.9150 -2.7301 2.6916  0.3784
H -3.2312 -0.0278 -1.0796  0.4335
H -3.5263 -1.6923 -0.5593  0.3292
H -3.3534 -0.3435 0.6192  0.3320
H -0.2393 1.1351 -2.5674  0.3398
H -0.5000 -0.4873 -3.3444  0.3424
H -1.9039 0.3594 -2.5890  0.3754
O -0.1422 0.6725 3.5672  -0.5054
H 0.0601 -0.0333 4.1914  0.2877
H -0.9535 1.0479 3.8367  0.3279